Entry 1:
The following is a quantum chemistry calculation of one molecule with the formula C5H14N2O, from OMol25.

Values from the calculation:
* E_HOMO: -8.480 eV
* HOMO-LUMO gap: 9.48 eV
* SMILES: NCCNCCCO
* maximum force: 4.00 eV Å⁻¹

Structure (XYZ):
```
22
Properties=species:S:1:pos:R:3:forces:R:3
C -1.53539 0.45851 -0.16968 -1.481 -1.917 -0.703
N -0.41335 -0.29506 0.30962 1.107 -1.968 2.534
C 0.48863 -0.96745 -0.65423 -1.383 -3.129 0.005
C 1.40387 0.04989 -1.33407 -1.737 0.612 1.662
C 2.45210 0.62364 -0.39728 0.286 2.035 2.013
O 3.73438 0.01617 -0.13474 -0.561 -1.993 -1.003
C -2.57447 0.71635 1.00656 3.017 -0.041 -1.161
N -3.36895 -0.49589 1.23237 3.692 0.809 1.307
H -2.05188 -0.15083 -0.99907 0.193 0.784 0.841
H -1.19529 1.35414 -0.64729 0.105 0.866 -0.033
H -0.70930 -0.98214 1.07658 0.432 1.373 -1.759
H 1.03697 -1.94708 -0.18461 -1.023 2.666 -0.580
H -0.22833 -1.51710 -1.39780 1.362 1.016 0.496
H 1.79268 -0.31023 -2.22919 0.761 -0.625 -1.660
H 0.62829 0.84515 -1.56166 1.404 -0.369 -0.072
H 1.99914 0.67818 0.64162 -0.031 0.378 -1.284
H 2.73978 1.68066 -0.71528 -0.489 -1.346 0.374
H 3.61675 -0.96737 -0.03393 0.107 1.482 -0.101
H -2.97646 1.71997 0.72491 -0.800 -1.000 0.715
H -1.86622 0.84559 1.85268 -0.757 0.251 -0.153
H -4.21440 -0.38048 0.83693 -3.691 -0.025 -1.205
H -3.37910 -0.74673 2.21222 -0.514 0.141 -0.232
```
Positions in Å, forces in eV/Å.

natural (NBO) population analysis, charges in e, atoms 1 to 6: atom 1 (C): -0.2105, atom 2 (N): -0.6673, atom 3 (C): -0.2072, atom 4 (C): -0.4589, atom 5 (C): -0.0716, atom 6 (O): -0.7249

***

Entry 2:
The following is a quantum chemistry calculation of C5H14N2O as an isolated structure, from OMol25.

Values from the calculation:
* E_HOMO (alpha / beta): -6.947 / -6.948 eV
* HOMO-LUMO gap (alpha / beta): 7.84 / 7.84 eV
* maximum force: 5.49 eV Å⁻¹

Structure (XYZ):
```
22
Properties=species:S:1:pos:R:3:forces:R:3
C 0.19668 -0.70724 2.74750 -0.507 -1.584 -5.058
C -1.88673 0.34149 -0.29252 -1.177 0.209 -0.548
C -0.15405 1.10027 -2.00855 -4.694 -1.732 0.310
C 1.25448 -0.96491 -1.26277 1.666 0.664 0.649
C 1.07775 0.07604 1.74282 -5.312 1.142 -0.805
N -0.46097 0.48610 -0.68686 -1.662 -0.206 1.037
N 0.08571 -0.76200 -0.44580 1.522 -0.729 0.757
O 0.65296 1.20763 1.29052 0.949 0.362 1.736
H 0.70058 -0.87048 3.60908 1.898 -1.366 2.565
H -0.67540 -0.21820 3.06335 -1.187 1.361 -0.146
H -0.21637 -1.66137 2.14448 1.337 1.744 1.737
H -2.51646 -0.26363 -0.90446 0.187 -0.639 -1.867
H -1.95028 -0.34017 0.52858 0.527 0.412 1.312
H -2.55157 1.22188 -0.20563 1.214 0.247 0.458
H 0.82109 1.35832 -1.88883 2.727 0.972 -0.777
H -0.45924 0.34934 -2.83510 0.940 1.338 1.205
H -0.86721 1.92821 -2.02850 0.543 0.315 -0.467
H 2.16734 -0.24232 -1.15624 -1.605 -0.495 -0.419
H 1.74894 -1.87852 -1.05288 0.128 -1.222 1.183
H 1.02639 -1.19396 -2.27959 -0.193 0.713 -1.312
H 2.05863 -0.10652 1.51925 2.561 -1.129 -0.199
H -0.05227 1.14005 0.40213 0.138 -0.376 -1.351
```
Positions in Å, forces in eV/Å.

natural (NBO) population analysis, charges in e, atoms 1 to 6: atom 1 (C): -0.6996, atom 2 (C): -0.4407, atom 3 (C): -0.4105, atom 4 (C): -0.4672, atom 5 (C): 0.3963, atom 6 (N): -0.2711

***

Entry 3:
The following is a quantum chemistry calculation of a 2-piece molecular cluster, C5H14N2O overall, from OMol25.

Values from the calculation:
* E_HOMO: -8.074 eV
* HOMO-LUMO gap: 8.85 eV
* SMILES: C[C@H](O)[C@@H](C)N.C=N
* maximum force: 2.61 eV Å⁻¹

Structure (XYZ):
```
22
Properties=species:S:1:pos:R:3:forces:R:3
C 1.49284 -1.26124 0.52271 -0.087 0.041 -0.150
C 1.31813 1.50490 -0.41139 0.109 -0.099 0.126
C 0.22693 -0.82221 -0.19888 -0.883 -0.418 0.885
C 0.15776 0.57325 -0.71430 -1.380 0.984 1.529
N -0.26973 0.73516 -2.06936 -0.378 0.112 -0.801
O -0.15544 -1.74862 -1.20700 0.100 -0.091 -0.035
H -0.32275 -2.60149 -0.79224 0.057 0.069 -0.027
H -1.13591 1.25420 -2.14723 0.114 -0.043 0.025
H -0.36964 -0.12231 -2.59569 0.011 -0.076 0.272
H 1.71387 -0.60742 1.36462 0.009 0.029 0.008
H 1.36573 -2.27226 0.91588 0.006 0.001 -0.025
H 2.34447 -1.25653 -0.15870 0.028 -0.002 0.006
H 2.21807 1.20605 -0.95470 0.041 0.008 -0.002
H 1.06197 2.51629 -0.72876 -0.025 -0.066 -0.026
H 1.54513 1.54013 0.65304 0.092 0.006 0.102
C -1.99864 -0.18673 1.51090 -0.615 1.753 0.083
N -1.84791 1.04162 1.04851 -1.090 -1.135 0.988
H -0.83366 1.00702 0.04462 1.951 -0.510 -1.653
H -1.39863 1.65351 1.72842 0.326 -0.190 -0.065
H -1.70660 -0.48364 2.51831 0.237 0.019 -0.112
H -2.76014 -0.80060 1.03993 0.324 -0.223 -0.302
H -0.64587 -0.86909 0.63131 1.053 -0.170 -0.828
```
Positions in Å, forces in eV/Å.

natural (NBO) population analysis, charges in e, atoms 1 to 6: atom 1 (C): -0.6312, atom 2 (C): -0.6086, atom 3 (C): 0.1181, atom 4 (C): -0.0812, atom 5 (N): -0.8448, atom 6 (O): -0.7285

***

Entry 4:
The following is a quantum chemistry calculation of a 2-piece molecular cluster, C5H14N2O overall, from OMol25.

Values from the calculation:
* E_HOMO: -8.573 eV
* HOMO-LUMO gap: 9.33 eV
* SMILES: C/C(=C\N)CCN.O
* maximum force: 4.47 eV Å⁻¹

Structure (XYZ):
```
22
Properties=species:S:1:pos:R:3:forces:R:3
C -0.95869 1.68441 1.21407 1.419 2.993 1.079
C -0.32621 1.75410 -0.22193 2.104 -0.565 2.379
C 0.53422 0.53315 -0.54142 -0.338 -0.462 0.050
C 0.25488 -0.21990 -1.62140 0.078 0.445 -0.372
N 0.85433 -1.41440 -2.16321 -2.902 -0.404 3.379
C 1.58400 0.26184 0.51455 -0.639 2.220 0.370
N -2.11985 0.82265 1.42108 0.966 1.284 -1.154
H 0.00443 1.46354 1.84818 -2.378 0.358 -0.389
H -1.17478 2.88412 1.49519 0.060 -3.379 -0.585
H -1.04387 1.97597 -0.92865 -1.455 0.388 -1.697
H 0.42226 2.58126 -0.12668 -0.720 -0.234 -0.276
H -0.56653 0.18695 -2.20355 -0.237 -0.122 -0.172
H 0.23019 -2.25071 -2.05363 1.468 1.158 -0.768
H 1.59377 -1.36469 -2.77819 1.349 -0.126 -1.439
H 2.31383 1.14805 0.58732 -1.052 -1.175 -0.019
H 2.13330 -0.58662 0.23354 0.751 -1.360 0.093
H 1.02441 0.20512 1.50129 1.311 -0.504 -1.100
H -1.94598 -0.11764 1.64640 0.355 -1.031 0.309
H -2.92187 1.18194 1.88430 -0.142 0.437 0.350
H -0.03122 -2.82962 0.15750 -0.396 0.395 -0.223
H 0.43309 -4.18093 0.24208 1.417 -1.557 0.546
O -0.29370 -3.71860 -0.10684 -1.017 1.240 -0.359
```
Positions in Å, forces in eV/Å.

natural (NBO) population analysis, charges in e, atoms 1 to 6: atom 1 (C): -0.1975, atom 2 (C): -0.4328, atom 3 (C): 0.0065, atom 4 (C): -0.0373, atom 5 (N): -0.9198, atom 6 (C): -0.6602

***

Entry 5:
The following is a quantum chemistry calculation of C5H14N2O as an isolated structure, from OMol25.

Values from the calculation:
* E_HOMO: -8.120 eV
* HOMO-LUMO gap: 9.06 eV
* maximum force: 6.79 eV Å⁻¹

Structure (XYZ):
```
22
Properties=species:S:1:pos:R:3:forces:R:3
C 0.56512 0.16990 0.24543 -3.367 -3.190 0.633
C -1.08341 -0.92175 0.15550 0.936 1.281 2.366
C 0.53760 0.26040 -1.19936 5.677 3.489 -1.328
C 1.69393 -0.64625 0.83932 -0.402 -0.142 -0.220
C -0.47330 1.09115 -1.95257 -0.382 0.191 -0.296
N 0.26798 1.34573 0.97322 -0.443 0.168 -0.101
N -1.00211 -1.90572 1.19748 0.193 -0.476 -0.120
O -2.14432 -0.02177 0.39783 0.238 0.263 -0.356
H -1.75615 0.72517 0.88744 0.017 0.036 -0.093
H -1.30759 -1.43392 -0.78124 0.548 0.288 -0.207
H 0.54313 2.19993 0.49888 -0.041 -0.087 0.122
H 0.58129 1.32524 1.93722 0.097 0.063 -0.322
H -0.89298 -1.44448 2.09407 -0.026 -0.050 -0.016
H -1.87298 -2.43521 1.23698 0.173 0.087 0.041
H 0.84007 -0.65470 -1.69898 -0.296 -0.125 0.197
H 1.76750 0.97085 -1.30652 -2.823 -1.567 -0.315
H 1.75373 -1.62264 0.35678 0.026 0.031 0.130
H 1.54870 -0.79592 1.91351 -0.037 -0.069 -0.106
H 2.64411 -0.12256 0.70228 -0.028 0.097 -0.097
H -1.11128 0.45012 -2.56357 -0.032 0.061 -0.011
H -1.14662 1.67559 -1.32207 0.194 -0.142 0.122
H 0.04758 1.79083 -2.61162 -0.221 -0.207 -0.022
```
Positions in Å, forces in eV/Å.

natural (NBO) population analysis, charges in e, atoms 1 to 6: atom 1 (C): 0.1624, atom 2 (C): 0.2272, atom 3 (C): -0.3413, atom 4 (C): -0.6361, atom 5 (C): -0.6457, atom 6 (N): -0.8750

***

Entry 6:
The following is a quantum chemistry calculation of a 3-piece molecular cluster, C5H14N2O overall, from OMol25.

Values from the calculation:
* E_HOMO: -7.189 eV
* HOMO-LUMO gap: 7.91 eV
* maximum force: 3.09 eV Å⁻¹

Structure (XYZ):
```
22
Properties=species:S:1:pos:R:3:forces:R:3
C -0.04781 0.15790 0.83526 1.400 -2.485 0.526
C 0.24705 0.03876 -0.55052 -1.322 2.759 -0.404
C -1.34369 -0.19143 1.50838 0.032 0.026 -0.041
C -0.63904 -0.70092 -1.51689 0.016 -0.038 0.108
C 1.57875 0.47542 -1.10628 -0.037 -0.036 0.088
N -0.71594 1.83545 -0.55396 0.491 -0.548 -0.645
N 0.85624 -1.66886 0.77489 -0.345 0.466 0.667
O 0.84351 0.83284 1.59385 -0.291 -0.092 -0.325
H 0.67412 0.63582 2.52353 -0.032 0.012 -0.065
H -0.31250 2.51199 0.09300 0.028 -0.204 -0.018
H -1.70970 1.77534 -0.33400 0.127 -0.153 0.012
H 0.53880 -2.40664 0.14919 -0.057 0.184 0.009
H 1.85938 -1.56233 0.63779 -0.125 0.085 -0.012
H -1.14245 -0.92944 2.28638 0.033 0.054 -0.060
H -1.77318 0.70624 1.95712 0.057 -0.008 -0.063
H -2.07080 -0.61100 0.81955 0.056 0.008 0.001
H -1.51264 -1.15104 -1.05044 0.045 0.036 0.020
H -0.97499 -0.00327 -2.28488 0.072 -0.007 0.066
H -0.06736 -1.49514 -1.99912 0.015 0.032 0.045
H 1.39827 1.18600 -1.91370 -0.045 -0.067 0.057
H 2.20558 0.95125 -0.35558 -0.071 -0.021 0.001
H 2.10840 -0.38693 -1.51357 -0.048 -0.005 0.034
```
Positions in Å, forces in eV/Å.

natural (NBO) population analysis, charges in e, atoms 1 to 6: atom 1 (C): 0.5913, atom 2 (C): 0.2949, atom 3 (C): -0.6999, atom 4 (C): -0.6697, atom 5 (C): -0.6751, atom 6 (N): -1.0433